(1)
14
Properties=species:S:1:pos:R:3 method="wB97M-V/def2-TZVPD" relative_energy_kj_mol=42.2 e_lumo_ev=0.851 total_energy_ha=-324.70839 smiles="O=C1CC=CCN1" orbital_gap_ev=10.14
O 1.305 2.192 -0.604
C 0.766 1.194 -0.169
C 1.468 -0.117 0.084
C 0.560 -1.288 -0.189
C -0.765 -1.176 -0.209
C -1.474 0.116 0.071
N -0.519 1.174 0.323
H 1.728 -0.091 1.154
H 2.404 -0.151 -0.475
H 1.029 -2.250 -0.375
H -1.394 -2.032 -0.440
H -2.132 0.009 0.943
H -2.131 0.370 -0.779
H -0.845 2.049 0.664

(2)
13
Properties=species:S:1:pos:R:3 method="wB97M-V/def2-TZVPD" relative_energy_kj_mol=128.6 charge=+2 e_lumo_ev=-10.446 total_energy_ha=-302.67611 smiles="C=[N+]1C[C@H]1C1=[N+]=C1" orbital_gap_ev=11.48
C 0.709 1.605 -1.382
N -0.123 0.941 -0.734
C -1.328 0.209 -0.752
C -0.506 0.416 0.467
C 0.422 -1.069 1.072
N 1.576 -1.697 0.908
C 0.795 -2.054 1.953
H 1.648 2.120 -0.990
H 0.477 1.899 -2.323
H -1.418 -0.896 -1.276
H -2.319 0.629 -0.775
H -0.771 0.882 1.416
H 0.838 -2.985 2.416

(3)
96
Properties=species:S:1:pos:R:3 method="wB97M-V/def2-TZVPD" relative_energy_kj_mol=829.3 e_lumo_ev=0.149 total_energy_ha=-1841.58807 smiles="NC(N)=O.NC(N)=O.NC(N)=O.CC(C)O.CC(C)O.CC(C)O.CC(C)O.CC(C)O.CC(C)O" orbital_gap_ev=9.22
N -24.238 10.621 -0.511
C -23.886 11.221 0.659
N -23.313 10.349 1.515
O -24.114 12.515 0.927
H -24.454 9.632 -0.404
H -24.824 11.176 -1.185
H -23.032 10.786 2.478
H -22.877 9.477 1.215
N -18.997 14.442 7.790
C -19.869 14.318 6.868
N -20.159 13.048 6.654
O -20.372 15.358 6.106
H -18.694 15.408 8.164
H -18.842 13.681 8.486
H -20.974 12.926 6.006
H -19.513 12.276 6.840
N -21.350 12.131 4.311
C -22.113 11.119 4.621
N -23.327 11.255 4.049
O -21.689 10.057 5.368
H -20.342 12.142 4.465
H -21.778 12.907 3.787
H -24.057 10.488 4.092
H -23.684 12.212 3.738
C -20.767 15.815 2.959
C -19.884 16.771 2.215
C -18.585 17.096 3.011
O -19.683 16.644 0.978
H -21.338 16.333 3.747
H -20.338 14.973 3.377
H -21.573 15.447 2.314
H -20.539 17.706 2.239
H -17.784 16.311 2.941
H -18.749 17.374 4.048
H -18.377 18.126 2.537
H -20.356 15.971 0.713
C -22.746 15.266 -1.432
C -23.280 15.411 -0.087
C -23.287 16.835 0.414
O -24.486 15.056 0.082
H -21.822 15.688 -1.391
H -23.401 15.750 -2.154
H -22.591 14.211 -1.584
H -22.666 14.780 0.607
H -22.271 17.242 0.430
H -23.736 16.834 1.389
H -23.834 17.473 -0.272
H -24.423 14.120 -0.044
C -25.765 13.567 4.239
C -24.416 14.248 3.949
C -23.644 14.536 5.177
O -23.632 13.695 3.118
H -26.192 14.129 5.088
H -25.622 12.491 4.613
H -26.421 13.786 3.389
H -24.683 15.279 3.626
H -23.361 13.584 5.681
H -24.348 15.182 5.712
H -22.661 15.037 5.155
H -23.954 13.830 2.219
C -26.668 7.804 3.661
C -25.530 8.839 3.312
C -26.107 10.213 3.153
O -24.762 8.936 4.270
H -26.968 8.049 4.702
H -26.291 6.801 3.607
H -27.536 8.056 3.039
H -24.955 8.446 2.474
H -25.453 10.996 2.798
H -26.510 10.732 4.003
H -26.819 10.143 2.291
H -24.496 8.078 4.617
C -22.856 14.649 8.606
C -21.831 14.206 9.571
C -22.131 14.395 11.081
O -21.472 13.012 9.413
H -22.825 15.763 8.406
H -23.887 14.444 8.982
H -22.767 14.159 7.631
H -21.013 14.923 9.391
H -23.127 13.934 11.308
H -22.151 15.442 11.311
H -21.315 13.993 11.684
H -21.151 12.988 8.495
C -25.919 9.944 7.048
C -24.492 10.225 7.469
C -24.438 11.620 7.984
O -24.077 9.385 8.324
H -25.991 8.980 6.645
H -26.209 10.607 6.228
H -26.601 10.065 7.927
H -23.969 10.130 6.579
H -24.884 12.297 7.197
H -23.401 11.995 8.098
H -24.903 11.808 8.979
H -23.568 8.667 7.984

(4)
8
Properties=species:S:1:pos:R:3 method="wB97M-V/def2-TZVPD" relative_energy_kj_mol=130.5 e_lumo_ev=-0.160 total_energy_ha=-474.62399 smiles="C=C.N#P" orbital_gap_ev=10.23
C -0.498 -0.392 0.916
C -0.405 -0.874 -0.264
H -0.602 -0.990 1.759
H -0.361 0.675 1.028
H -0.236 -0.091 -1.051
H -0.636 -1.916 -0.590
N 1.433 1.994 -0.194
P 1.306 1.594 -1.604

(5)
10
Properties=species:S:1:pos:R:3 method="wB97M-V/def2-TZVPD" relative_energy_kj_mol=0.0 charge=-2 e_lumo_ev="7.908 / 7.843" multiplicity=2 total_energy_ha=-155.44008 orbital_gap_ev="3.69 / 7.51"
O 2.858 2.377 0.095
H 3.286 2.708 0.889
C -1.528 -0.606 -0.145
C 0.003 -0.614 -0.178
H -1.966 0.057 -0.894
H -1.964 -0.265 0.815
H -1.968 -1.609 -0.111
H 0.367 -1.550 0.260
H 0.432 -0.638 -1.178
H 0.481 0.140 0.447

(6)
97
Properties=species:S:1:pos:R:3 method="wB97M-V/def2-TZVPD" e_lumo_ev=-0.115 total_energy_ha=-5730.46356 orbital_gap_ev=8.95
C 24.903 -10.945 -24.682
C 26.120 -11.644 -25.364
C 27.028 -12.393 -24.340
O 27.270 -13.611 -25.039
C 26.415 -13.740 -26.037
O 26.412 -14.661 -26.833
O 25.655 -12.684 -26.168
H 25.362 -10.391 -23.863
H 24.203 -11.713 -24.352
H 24.325 -10.282 -25.325
H 26.686 -10.938 -25.970
H 26.695 -12.659 -23.336
H 28.008 -11.927 -24.240
C 21.374 -14.304 -29.795
C 20.179 -14.897 -29.016
C 18.753 -14.273 -29.153
O 17.914 -15.320 -29.524
C 18.652 -16.445 -29.696
O 18.200 -17.519 -30.088
O 19.926 -16.159 -29.634
H 21.818 -13.438 -29.304
H 21.138 -13.849 -30.757
H 22.075 -15.043 -30.182
H 20.346 -15.080 -27.955
H 18.834 -13.551 -29.966
H 18.461 -13.801 -28.215
C 26.222 -18.227 -28.997
C 27.315 -17.421 -29.711
C 28.506 -18.251 -30.318
O 28.395 -17.930 -31.669
C 27.373 -17.045 -31.904
O 27.411 -16.301 -32.873
O 26.585 -16.943 -30.842
H 25.774 -19.051 -29.553
H 25.491 -17.429 -28.872
H 26.593 -18.642 -28.059
H 27.671 -16.578 -29.118
H 28.410 -19.329 -30.189
H 29.484 -17.953 -29.941
C 27.250 -12.369 -34.366
C 25.977 -12.968 -33.665
C 25.795 -14.465 -33.842
O 26.114 -15.064 -32.629
C 26.425 -14.106 -31.737
O 26.861 -14.299 -30.596
O 26.300 -12.877 -32.277
H 28.158 -12.961 -34.250
H 27.525 -11.398 -33.955
H 27.076 -12.315 -35.441
H 25.017 -12.461 -33.764
H 26.364 -14.828 -34.698
H 24.737 -14.549 -34.090
C 22.882 -13.859 -26.823
Cl 23.110 -12.403 -25.824
Cl 21.550 -14.854 -26.121
H 22.595 -13.518 -27.818
H 23.845 -14.362 -26.905
C 22.637 -18.190 -30.557
Cl 21.464 -18.295 -31.930
Cl 24.276 -17.981 -31.045
H 22.370 -17.315 -29.965
H 22.553 -19.125 -30.002
C 26.740 -12.296 -29.310
Cl 28.008 -11.866 -30.515
Cl 26.664 -11.102 -27.957
H 25.818 -12.262 -29.890
H 26.882 -13.321 -28.967
C 21.304 -18.493 -27.736
C 22.195 -18.399 -26.512
O 21.346 -18.556 -25.373
C 20.063 -18.855 -25.811
O 19.094 -18.964 -25.116
O 20.095 -18.966 -27.131
F 22.746 -17.192 -26.436
H 21.557 -19.201 -28.525
H 21.192 -17.494 -28.158
H 23.010 -19.121 -26.536
C 24.833 -15.182 -30.169
C 25.504 -15.183 -28.749
O 24.645 -16.091 -28.054
C 23.412 -16.191 -28.657
O 22.466 -16.924 -28.331
O 23.463 -15.511 -29.826
F 25.374 -13.984 -28.215
H 25.280 -15.885 -30.871
H 24.874 -14.189 -30.617
H 26.558 -15.462 -28.749
C 22.064 -11.809 -32.796
C 22.807 -12.351 -34.041
O 23.259 -13.614 -33.637
C 23.316 -13.643 -32.275
O 23.882 -14.525 -31.600
O 22.707 -12.526 -31.768
F 23.794 -11.480 -34.286
H 21.030 -12.154 -32.810
H 22.206 -10.729 -32.780
H 22.229 -12.353 -34.965